1.
{"formula": "C5H8N3OS", "method": "the ωB97M-V functional and the def2-TZVPD basis", "species": ["H", "O", "N", "C", "H", "C", "S", "H", "H", "H", "C", "C", "H", "H", "H", "N", "C", "N"], "xyz": [[0.1088, 1.1563, 1.6293], [-0.7305, 0.1999, -3.6509], [-1.4060, -0.6037, -0.4605], [0.7089, 2.0414, 1.3397], [-1.4349, -3.1445, 0.3996], [-0.5147, -1.2607, 0.1419], [1.1620, 0.7786, -0.8543], [0.2295, 2.9673, 1.5772], [1.6579, -1.4989, -0.4505], [-1.6345, 1.4388, -0.8139], [-1.1579, 0.3673, -2.6238], [-1.1395, 0.5598, -1.1403], [1.2885, -0.7023, 1.0312], [0.0257, -2.9314, 1.0517], [1.6615, 1.7081, 1.9519], [1.0648, 2.0471, 0.0193], [0.9267, -0.6985, 0.0668], [-0.8163, -2.4247, 0.7855]], "atomic_forces_ev_per_a": [[-0.663, 0.523, -0.154], [-0.145, -0.110, -0.900], [-1.635, -0.124, 0.083], [1.106, -2.517, 2.997], [-0.401, 1.188, -0.089], [-0.067, 0.061, -1.194], [-0.831, 1.865, 0.203], [0.119, 0.461, 0.780], [-1.777, 1.601, 0.810], [-0.240, 1.034, 0.140], [0.399, 0.584, 3.117], [0.432, -1.836, -2.965], [1.074, 0.662, 2.296], [-0.148, 0.243, 0.343], [-1.455, 1.619, -0.612], [1.604, -0.626, -3.021], [0.726, -3.752, -1.932], [1.902, -0.877, 0.098]], "nbo_charge": [0.18, -0.31, -0.48, -0.46, 0.43, 0.51, 1.07, 0.25, 0.30, 0.26, 0.80, -0.29, 0.28, 0.39, 0.24, -0.62, -0.78, -0.76], "de_lowest_ev": 4.3591, "orbital_gap_ev": [7.01, 7.00], "lumo_energy_ev": [-5.32, -5.50], "total_charge": 1}

***

2.
{"formula": "C23H28N7", "method": "the ωB97M-V functional and the def2-TZVPD basis", "species": ["H", "N", "C", "H", "C", "N", "H", "C", "H", "H", "H", "H", "N", "N", "H", "H", "C", "C", "C", "H", "H", "H", "C", "C", "H", "C", "C", "H", "N", "C", "C", "C", "H", "H", "H", "H", "N", "C", "H", "H", "C", "H", "N", "H", "C", "C", "C", "H", "H", "H", "H", "C", "H", "C", "C", "C", "H", "C"], "xyz": [[-4.1244, 2.2085, 1.3524], [2.7363, 2.4326, -1.0766], [0.1105, 1.7383, -0.1315], [5.8801, -0.5681, -1.0335], [-2.4605, -2.1103, -1.5644], [4.4566, 1.5303, -0.1381], [5.0254, 0.6496, 1.6501], [1.6025, -2.5455, -0.2458], [6.1498, -1.2836, 0.5631], [1.1648, -0.0402, -0.2043], [2.1227, -3.4711, 1.6129], [-0.0926, 0.7585, 2.3417], [3.8281, 2.6866, -1.7788], [-3.2110, -0.0902, -0.1856], [2.7227, 0.4113, 1.5945], [-0.1614, 2.4637, 0.6386], [0.1579, 0.0094, 1.5867], [-1.1374, 1.1337, -0.7515], [5.4640, -0.6811, -0.0313], [-1.5854, -1.6105, -1.9752], [1.3951, -1.5185, -2.1213], [-2.2598, 1.1825, 1.0784], [-1.1065, -0.6245, 1.0219], [-4.8276, 1.6087, 0.7914], [4.3238, -2.3858, 1.7482], [3.1119, 1.7013, -0.0471], [-5.3784, -0.2529, -0.6839], [-7.4392, -0.5075, -1.2243], [0.9362, 0.6806, 0.5149], [-6.7275, 0.0784, -0.6672], [-6.1728, 1.9241, 0.7970], [-1.9762, 0.4326, 0.3294], [-6.5098, 2.7750, 1.3690], [-2.9423, -2.6758, -2.3570], [0.7251, 2.2411, -0.8843], [-2.1534, -2.8163, -0.7928], [-4.7230, -1.2664, -1.3342], [3.6739, -2.1779, 0.9112], [3.6123, -0.4781, -2.0091], [6.3419, 1.2019, 0.5846], [3.2730, -1.0937, -1.1881], [-1.6652, -1.0873, 1.8360], [4.8430, 2.1671, -1.2429], [-8.1443, 1.4612, 0.1180], [2.2198, 1.2076, 1.0392], [-4.4409, 0.5090, 0.0441], [-3.4694, -1.1536, -1.0392], [-1.7241, 1.9289, -1.2119], [-0.8674, 0.4300, -1.5400], [0.6577, -3.0611, -0.3263], [1.9943, 2.0321, 1.7254], [5.3662, 0.7140, 0.6144], [-0.8358, -1.4064, 0.3154], [4.1153, -1.3393, -0.1074], [-7.1053, 1.1729, 0.0815], [2.4322, -2.7868, 0.8381], [0.7832, -0.7594, 2.0463], [2.0153, -1.6798, -1.2507]], "atomic_forces_ev_per_a": [[0.031, 0.065, 0.052], [-0.646, -0.253, 0.778], [-0.505, 0.540, -0.753], [0.058, 0.004, 0.053], [0.024, -0.034, 0.019], [-1.621, 0.575, 0.154], [0.038, 0.071, -0.097], [-0.038, -0.020, -0.034], [0.053, -0.012, -0.036], [-0.014, 0.288, 0.343], [-0.033, -0.086, 0.088], [0.128, 0.065, -0.080], [-0.046, 0.562, -0.971], [-0.305, -0.124, -0.009], [-0.207, 0.066, -0.055], [0.127, -0.059, 0.112], [-0.419, -0.586, 0.452], [-0.185, 0.010, 0.475], [-0.069, 0.128, 0.128], [0.143, -0.013, -0.021], [-0.084, 0.008, -0.103], [0.075, -0.095, -0.083], [-0.185, 0.358, 0.011], [0.141, 0.146, 0.127], [0.092, -0.038, 0.115], [0.645, 0.140, -0.383], [0.409, 0.524, 0.460], [-0.106, -0.077, -0.076], [0.203, -0.210, -0.216], [0.135, 0.009, 0.034], [0.067, 0.085, 0.071], [0.421, -0.063, -0.205], [-0.026, 0.073, 0.051], [0.024, 0.002, -0.017], [-0.177, -0.165, 0.302], [0.108, -0.052, 0.025], [-0.104, -0.486, -0.414], [0.013, 0.035, -0.086], [0.055, 0.117, -0.077], [-0.136, 0.020, 0.119], [-0.010, -0.112, -0.015], [0.059, -0.038, 0.021], [1.529, -0.390, 0.102], [-0.100, 0.020, -0.002], [0.498, 0.209, 0.306], [-0.591, -0.185, -0.228], [0.031, 0.006, -0.001], [0.057, 0.018, -0.031], [0.013, -0.050, -0.067], [-0.120, -0.041, -0.014], [-0.097, -0.177, -0.046], [0.589, -0.541, -0.006], [0.007, -0.048, -0.008], [0.092, -0.057, -0.025], [-0.158, -0.025, -0.044], [-0.065, -0.022, 0.056], [0.073, 0.168, -0.091], [0.111, -0.255, -0.159]], "nbo_charge": [0.20, -0.32, -0.26, 0.24, -0.66, -0.18, 0.21, -0.22, 0.24, 0.50, 0.23, 0.22, -0.03, -0.40, 0.25, 0.22, -0.22, -0.43, -0.44, 0.20, 0.24, 0.22, -0.43, -0.27, 0.23, 0.31, 0.08, 0.23, -0.41, -0.19, -0.20, -0.02, 0.22, 0.27, 0.29, 0.22, -0.44, -0.21, 0.22, 0.26, -0.16, 0.25, -0.03, 0.22, -0.26, 0.16, 0.39, 0.26, 0.21, 0.23, 0.25, -0.21, 0.22, -0.04, -0.22, -0.21, 0.24, -0.28], "orbital_gap_ev": 8.06, "lumo_energy_ev": -2.60, "total_charge": 1}

***

3.
{"formula": "C19H34IrN5O3S2", "method": "the ωB97M-V functional and the def2-TZVPD basis", "species": ["C", "N", "H", "H", "H", "H", "C", "H", "C", "N", "C", "H", "H", "C", "S", "H", "H", "Ir", "H", "C", "H", "H", "C", "N", "H", "O", "H", "C", "C", "H", "C", "H", "C", "H", "H", "H", "H", "H", "C", "H", "C", "C", "S", "H", "H", "C", "N", "H", "H", "C", "H", "O", "H", "C", "N", "H", "C", "C", "O", "H", "H", "H", "H", "H"], "xyz": [[-2.5061, 3.3941, 1.0072], [2.6261, 0.9490, 1.6363], [1.8679, 0.9748, 2.3169], [-7.1007, -7.6411, 0.1676], [-5.8599, -8.9188, 0.2504], [0.1729, 1.2528, -2.2627], [2.5670, 3.6461, -2.4741], [3.2944, 3.2010, -3.1598], [-4.5937, 2.2779, 0.4981], [1.1477, 1.5612, -2.2151], [-3.8944, 3.4002, 0.9305], [-8.0826, -6.6817, 2.7791], [1.4127, 0.5482, -4.0747], [4.3768, 2.3596, 0.6633], [-1.4324, -0.1755, -0.2399], [0.8698, 3.0744, -3.6624], [2.4571, 4.6763, -2.8173], [1.8186, 1.2268, -0.2632], [1.0262, -1.1072, -2.2598], [-2.5611, 1.1142, 0.2100], [4.1088, 1.9974, 2.7687], [-1.9582, 4.2624, 1.3472], [2.4507, -1.4887, 1.2856], [3.5550, 2.3399, -0.5932], [3.5440, -0.4967, 2.8678], [-1.6501, -1.3827, 0.4840], [4.0462, 4.3353, -1.0785], [1.1968, 2.9942, -2.6235], [3.4957, 2.1356, 1.8763], [3.3441, -2.3866, -0.4789], [-0.4202, 1.9341, 0.5920], [-5.6732, 2.3159, 0.4432], [1.9111, 0.6491, -3.1095], [2.4490, 4.1139, -0.3514], [-7.1580, -7.1464, 4.2404], [-8.0497, -8.3882, 3.2901], [2.8381, 2.9888, 2.0418], [0.4693, 3.5189, -2.0033], [-3.9340, 1.1069, 0.1262], [4.9076, 3.3078, 0.7484], [3.3217, -0.3567, 1.8091], [2.0211, -0.6923, -2.4199], [-6.0262, -7.7064, 2.2571], [-7.4657, -9.1575, 1.0341], [1.5948, -2.2346, -0.5354], [2.5093, -1.7320, -0.2242], [2.6408, -0.4920, -1.0685], [2.8974, 1.0780, -3.2916], [-4.4403, 4.2902, 1.2109], [3.1574, 3.7017, -1.0711], [3.6384, -0.3564, -1.2233], [0.5727, 2.7304, 0.5915], [1.4180, -1.3096, 1.5937], [-1.8501, 2.2308, 0.6459], [-0.0996, 0.6595, 0.3427], [4.1535, 1.9599, -1.3245], [-6.6809, -8.4443, 0.7839], [-7.4742, -7.4618, 3.2491], [-1.2550, -0.2372, -1.6703], [2.6067, -1.4016, -3.0056], [-4.4800, 0.2407, -0.2207], [2.7535, -2.4177, 1.7694], [4.2783, -0.3104, 1.2857], [5.1295, 1.5761, 0.5783]], "atomic_forces_ev_per_a": [[-0.002, -0.001, 0.005], [0.003, -0.011, 0.001], [0.002, 0.008, 0.003], [-0.019, -0.007, 0.008], [0.002, 0.009, -0.003], [0.000, 0.004, 0.002], [0.001, -0.002, 0.002], [-0.001, 0.000, -0.001], [0.000, 0.005, 0.003], [-0.004, 0.001, -0.007], [0.000, -0.002, 0.000], [-0.011, -0.016, -0.005], [0.000, 0.002, 0.000], [0.005, 0.001, -0.004], [0.014, 0.034, -0.011], [0.000, 0.000, 0.000], [0.001, 0.000, 0.001], [0.017, -0.048, 0.007], [0.001, -0.001, 0.001], [-0.001, -0.006, 0.003], [0.000, 0.000, 0.000], [0.001, 0.000, -0.001], [-0.002, 0.001, 0.000], [0.008, 0.001, 0.008], [0.000, 0.000, 0.000], [0.083, 0.089, -0.021], [0.000, -0.001, 0.000], [0.002, 0.001, -0.002], [0.002, 0.002, 0.002], [0.002, 0.002, 0.003], [0.016, 0.083, -0.016], [0.000, -0.001, 0.000], [-0.003, -0.006, 0.000], [0.000, -0.001, 0.000], [0.001, 0.008, -0.004], [0.008, -0.009, 0.012], [0.000, -0.001, 0.000], [-0.001, 0.000, 0.000], [0.002, -0.008, 0.001], [0.002, -0.001, 0.000], [-0.003, -0.003, 0.002], [-0.003, 0.002, -0.007], [-0.141, -0.125, 0.012], [0.009, -0.014, 0.005], [0.003, -0.002, -0.003], [-0.003, -0.001, -0.004], [-0.003, 0.010, 0.009], [0.000, 0.001, 0.002], [0.000, 0.000, 0.000], [-0.004, 0.003, 0.000], [0.000, -0.004, -0.002], [-0.018, 0.006, 0.003], [0.000, 0.001, 0.000], [-0.009, -0.045, 0.008], [-0.016, 0.000, -0.027], [-0.002, 0.002, -0.002], [0.036, 0.012, -0.013], [0.026, 0.030, 0.016], [0.002, -0.002, 0.010], [0.001, 0.000, 0.002], [-0.002, 0.001, 0.000], [-0.001, 0.000, 0.001], [0.000, 0.001, 0.000], [-0.002, -0.001, 0.001]], "nbo_charge": [-0.16, -0.56, 0.42, 0.29, 0.29, 0.44, -0.45, 0.22, -0.14, -0.57, -0.17, 0.29, 0.25, -0.25, 2.31, 0.23, 0.27, 1.10, 0.24, -0.32, 0.24, 0.25, -0.44, -0.56, 0.24, -0.88, 0.23, -0.23, -0.25, 0.23, 0.64, 0.25, -0.24, 0.23, 0.29, 0.29, 0.24, 0.23, -0.16, 0.25, -0.23, -0.25, 0.91, 0.28, 0.23, -0.23, -0.54, 0.20, 0.25, -0.23, 0.39, -0.63, 0.23, -0.11, -0.87, 0.40, -0.82, -0.82, -0.95, 0.24, 0.25, 0.26, 0.20, 0.22], "de_lowest_ev": 0.0000, "orbital_gap_ev": [9.40, 5.75], "lumo_energy_ev": [-7.16, -10.82], "total_charge": 3, "s2": 0.753, "spin_multiplicity": 2}

***

Sequential M output: 158.2, 402.5, 636.9 g mol⁻¹